1.
{"formula": "C2H4N2OS2", "method": "ωB97M-V/def2-TZVPD", "species": ["O", "N", "C", "S", "N", "C", "S", "H", "H", "H", "H"], "xyz": [[0.0051, 1.4666, -2.8108], [-0.1379, 0.7599, -1.6377], [-1.0560, 1.2779, -0.9337], [-1.4809, 0.6639, 0.6746], [-0.4630, -0.6557, 0.7891], [0.8406, -0.5376, 1.1350], [1.8596, -1.8500, 1.2069], [0.8281, 1.1122, -3.1929], [-1.7519, 1.9713, -1.4034], [-0.7609, -1.5124, 0.3509], [1.0830, 0.5029, 1.3595]], "total_charge": 0, "de_lowest_kcal_mol": 59.7, "e_lumo_ev": 0.33, "e_homo_ev": -8.8, "e_tot_ha": -1059.6481}

=====

2.
{"formula": "C5H25N2O5", "method": "ωB97M-V/def2-TZVPD", "species": ["C", "N", "C", "C", "C", "N", "C", "H", "H", "H", "H", "H", "H", "H", "H", "H", "H", "H", "H", "H", "H", "H", "H", "H", "O", "H", "H", "O", "H", "H", "O", "H", "H", "O", "H", "H", "O"], "xyz": [[-0.6412, -0.1858, -0.4047], [-0.3590, 1.2556, -0.3966], [0.2936, 1.7676, -1.5677], [0.2429, 3.3023, -1.6525], [-1.8853, -0.4603, 0.4320], [-1.5291, -1.3265, 1.6578], [-2.6912, -2.2066, 2.0534], [-0.9606, -0.3651, -1.4323], [0.2559, -0.7053, -0.0983], [-0.2269, 1.6327, 0.5275], [1.3218, 1.4088, -1.7259], [-0.2557, 1.3553, -2.4224], [-0.7868, 3.5905, -1.4213], [0.5519, 3.4785, -2.6758], [0.7763, 3.8536, -0.8807], [-2.7136, -1.0200, -0.0061], [-2.4581, 0.4347, 0.6727], [-1.2907, -0.7487, 2.4550], [-0.7054, -1.8363, 1.3518], [-2.9978, -2.7185, 1.1538], [-3.4679, -1.4874, 2.3080], [-2.4139, -2.8228, 2.8991], [2.0095, -2.0553, -0.1004], [2.0920, -3.4899, 0.5357], [1.5705, -2.6837, 0.4963], [3.5292, -0.4804, -0.9116], [4.6901, -1.3422, -0.2045], [3.8253, -1.3479, -0.6112], [3.7346, 2.1475, 0.2103], [2.3872, 1.9524, -0.4382], [3.1142, 1.4534, -0.0415], [-3.3196, 0.4535, -2.9121], [-2.4032, 1.2032, -1.5745], [-3.0996, 0.7494, -2.0399], [1.4515, -1.4720, 1.7440], [1.4384, -0.5590, 2.9061], [0.9207, -0.7252, 2.1148]], "total_charge": 1, "de_lowest_kcal_mol": 68.9, "e_lumo_ev": -2.58, "e_homo_ev": -12.1, "e_tot_ha": -690.9337}

=====

3.
{"formula": "C25H37BaN4O5", "method": "ωB97M-V/def2-TZVPD", "species": ["Ba", "C", "C", "C", "O", "H", "H", "H", "H", "H", "H", "H", "C", "C", "C", "O", "C", "C", "C", "O", "O", "O", "H", "H", "C", "C", "C", "C", "N", "H", "H", "H", "H", "H", "H", "H", "C", "C", "C", "C", "N", "H", "H", "H", "H", "H", "H", "H", "C", "C", "C", "C", "N", "H", "H", "H", "H", "H", "H", "H", "C", "C", "C", "C", "N", "H", "H", "H", "H", "H", "H", "H"], "xyz": [[-0.0899, 0.5249, -1.1508], [-1.5765, -2.1109, -4.1208], [-2.5480, -1.3803, -3.1943], [-2.8881, -2.2430, -1.9410], [-2.1210, -0.1460, -2.8213], [-1.4848, -1.5584, -5.0590], [-1.9235, -3.1235, -4.3792], [-0.5735, -2.2260, -3.6974], [-3.5259, -1.3289, -3.7241], [-2.1352, -2.1366, -1.1580], [-3.0227, -3.3171, -2.1730], [-3.8749, -1.9470, -1.5767], [-2.6126, 5.6590, -3.3470], [-2.1133, 4.3280, -3.2624], [-1.1546, 4.0203, -2.0883], [-0.6210, 2.8638, -1.9760], [-1.0557, 4.9455, -1.0806], [-1.6379, 6.2462, -1.1007], [-2.4596, 6.6268, -2.3417], [-2.9146, 7.7889, -2.4322], [-1.7000, 6.9242, -0.0845], [-2.5056, 3.3842, -3.9537], [-3.1787, 5.8977, -4.2387], [-0.4813, 4.6073, -0.2199], [-0.6580, 3.0847, 4.1028], [0.2243, 4.2690, 3.7142], [1.4443, 3.9159, 2.8780], [1.1324, 3.0626, 1.7419], [0.8978, 2.4041, 0.8337], [-0.1580, 2.3881, 4.7861], [-1.0717, 2.5648, 3.2421], [-1.4659, 3.4941, 4.7154], [0.4740, 4.8893, 4.5758], [-0.4125, 4.9469, 3.1337], [2.2240, 3.4485, 3.4911], [1.9763, 4.7857, 2.4799], [-0.6889, -7.1055, -1.1014], [-0.5836, -5.6488, -1.5931], [0.6150, -4.9504, -0.9527], [0.5267, -3.5016, -1.1441], [0.4543, -2.3812, -1.3661], [0.2958, -7.4251, -0.7567], [-1.0583, -7.7945, -1.8558], [-1.3701, -7.1441, -0.2499], [-1.5229, -5.1183, -1.4629], [-0.3827, -5.6641, -2.6668], [1.5688, -5.2670, -1.3822], [0.7288, -5.1520, 0.1167], [-2.9357, -0.2851, 4.1473], [-1.9312, -1.3958, 4.4103], [-0.5060, -1.0716, 3.9727], [-0.3465, -0.9887, 2.5246], [-0.1983, -0.9397, 1.3836], [-3.2524, -0.2993, 3.1031], [-2.5105, 0.7018, 4.3268], [-3.8063, -0.4576, 4.7761], [-2.1827, -2.3474, 3.9349], [-1.8948, -1.6369, 5.4756], [0.1726, -1.8858, 4.2512], [-0.1414, -0.1720, 4.4688], [6.1340, 0.3641, -1.5038], [6.1045, -0.7811, -0.5009], [4.8558, -1.6385, -0.7242], [3.6038, -0.8979, -0.5788], [2.6285, -0.3116, -0.4435], [5.2538, 0.9877, -1.3693], [6.2282, 0.0341, -2.5426], [7.0469, 0.9594, -1.4120], [6.0839, -0.3644, 0.5075], [6.9597, -1.4535, -0.5596], [4.7733, -2.4994, -0.0574], [4.8704, -2.0209, -1.7484]], "total_charge": -1, "de_lowest_kcal_mol": 0.0, "e_lumo_ev": 1.04, "e_homo_ev": -2.0, "e_tot_ha": -1595.5381}